1.
{
  "formula": "C35H48AlN8O5P2S",
  "method": "ωB97M-V/def2-TZVPD",
  "species": ["N", "P", "O", "Al", "C", "C", "C", "C", "C", "C", "C", "S", "C", "N", "N", "C", "O", "C", "P", "O", "O", "O", "H", "H", "H", "H", "H", "H", "H", "H", "H", "H", "H", "H", "H", "H", "H", "H", "H", "H", "H", "H", "H", "H", "H", "N", "C", "C", "C", "C", "C", "H", "H", "H", "H", "H", "N", "C", "C", "C", "C", "C", "H", "H", "H", "H", "H", "N", "C", "C", "C", "C", "C", "H", "H", "H", "H", "H", "N", "C", "C", "C", "C", "C", "H", "H", "H", "H", "H", "N", "C", "C", "C", "C", "C", "H", "H", "H", "H", "H"],
  "xyz": [[-0.57, -3.70, 4.60], [0.69, -4.48, 3.60], [2.02, -3.41, 3.66], [-0.25, -4.48, 1.43], [-1.70, -5.95, 1.28], [-3.05, -5.18, 1.48], [-4.34, -6.06, 1.66], [-5.49, -5.74, 0.65], [-5.66, -4.23, 0.30], [-5.77, -3.24, 1.53], [-4.49, -2.34, 1.56], [-4.80, -0.57, 1.94], [-3.15, 0.14, 1.74], [-2.19, 0.25, 2.68], [-1.14, 0.81, 2.05], [-1.44, 1.02, 0.74], [-2.73, 0.61, 0.52], [1.12, -4.52, -0.09], [1.69, -2.80, -0.52], [0.74, -1.72, -0.11], [3.12, -2.49, 0.30], [1.90, -2.62, -2.17], [-0.79, -2.80, 4.15], [-1.44, -4.23, 4.48], [1.64, -2.54, 3.87], [-1.03, -3.06, 1.30], [-1.52, -6.71, 2.07], [-1.64, -6.36, 0.24], [-3.11, -4.42, 0.67], [-2.93, -4.59, 2.43], [-4.74, -5.89, 2.70], [-4.07, -7.13, 1.61], [-5.25, -6.27, -0.31], [-6.44, -6.19, 1.03], [-4.85, -3.96, -0.41], [-6.61, -4.12, -0.28], [-5.86, -3.86, 2.46], [-6.71, -2.63, 1.47], [-3.87, -2.39, 0.63], [-3.83, -2.75, 2.36], [-0.83, 1.43, -0.07], [2.04, -5.10, 0.16], [0.60, -4.88, -1.01], [2.83, -2.01, 1.10], [1.10, -2.17, -2.48], [-2.89, -3.13, -2.52], [-3.45, -3.10, -3.73], [-3.83, -1.93, -4.39], [-3.61, -0.72, -3.75], [-3.03, -0.73, -2.49], [-2.69, -1.95, -1.92], [-3.61, -4.07, -4.19], [-4.27, -1.97, -5.37], [-3.88, 0.21, -4.22], [-2.84, 0.20, -1.96], [-2.23, -2.00, -0.94], [-1.02, -1.44, 5.78], [-1.02, -1.88, 7.04], [-1.76, -1.29, 8.06], [-2.54, -0.18, 7.75], [-2.54, 0.29, 6.45], [-1.77, -0.37, 5.50], [-0.40, -2.74, 7.23], [-1.73, -1.69, 9.06], [-3.13, 0.31, 8.52], [-3.14, 1.15, 6.17], [-1.75, -0.04, 4.46], [2.42, 5.42, 1.55], [1.76, 4.31, 1.92], [0.39, 4.15, 1.79], [-0.34, 5.19, 1.24], [0.32, 6.34, 0.85], [1.69, 6.41, 1.02], [2.37, 3.53, 2.35], [-0.10, 3.24, 2.09], [-1.41, 5.10, 1.11], [-0.22, 7.18, 0.41], [2.25, 7.29, 0.73], [6.31, 4.85, -2.30], [5.56, 4.99, -1.20], [4.19, 5.20, -1.23], [3.56, 5.27, -2.46], [4.32, 5.13, -3.61], [5.68, 4.92, -3.47], [6.10, 4.93, -0.26], [3.63, 5.31, -0.31], [2.49, 5.44, -2.52], [3.87, 5.18, -4.59], [6.32, 4.79, -4.34], [7.57, 4.77, -6.99], [8.10, 5.85, -6.41], [8.54, 6.96, -7.10], [8.43, 6.95, -8.48], [7.89, 5.84, -9.11], [7.47, 4.78, -8.32], [8.17, 5.80, -5.32], [8.96, 7.81, -6.58], [8.77, 7.80, -9.07], [7.79, 5.80, -10.19], [7.04, 3.89, -8.76]],
  "total_charge": -1,
  "homo_ev": -3.25,
  "spin_multiplicity": 1,
  "energy_ha": -3500.11891,
  "e_lumo_ev": 1.9,
  "gap_ha": 0.190
}

=====

2.
{
  "formula": "C6H5ClFNO2S",
  "method": "ωB97M-V/def2-TZVPD",
  "species": ["C", "C", "C", "C", "C", "C", "N", "O", "O", "F", "S", "Cl", "H", "H", "H", "H", "H"],
  "xyz": [[0.33, -0.70, 0.75], [1.21, -0.53, -0.24], [-0.98, -0.02, 0.62], [0.93, 0.37, -1.44], [-1.50, 0.19, -0.62], [-0.61, 0.66, -1.63], [-1.17, 1.29, -2.61], [-1.43, -2.27, -1.92], [-1.30, -2.15, -4.36], [-0.40, 1.89, -3.63], [-1.59, -1.50, -3.13], [1.41, -0.71, -2.87], [0.38, -1.30, 1.65], [1.97, -1.24, -0.34], [-1.74, 0.06, 1.41], [1.61, 1.22, -1.83], [-2.58, 0.49, -0.66]],
  "total_charge": 0,
  "homo_ev": -9.26,
  "spin_multiplicity": 1,
  "energy_ha": -1394.94316,
  "relative_energy_kcal_mol": 71.0,
  "e_lumo_ev": -1.0,
  "gap_ha": 0.305
}

=====

3.
{
  "formula": "C5H13NO",
  "method": "ωB97M-V/def2-TZVPD",
  "species": ["C", "C", "C", "C", "C", "N", "H", "H", "H", "H", "H", "H", "H", "H", "H", "H", "H", "O", "H", "H"],
  "xyz": [[0.36, -2.27, -0.56], [-0.71, -1.42, -0.50], [-2.20, -1.54, -0.83], [-0.48, -0.02, 0.07], [-0.08, 1.12, -0.92], [1.44, 1.27, -1.13], [0.11, -3.35, -0.99], [1.34, -2.13, -0.35], [-2.55, -2.53, -0.78], [-2.32, -1.23, -1.91], [-2.80, -0.84, -0.14], [0.25, 0.03, 0.85], [-1.45, 0.40, 0.47], [-0.55, 0.97, -1.86], [-0.54, 2.13, -0.59], [1.81, 0.35, -1.33], [1.52, 1.79, -2.06], [1.33, 1.94, 3.37], [0.94, 2.83, 3.43], [2.10, 1.90, 2.70]],
  "total_charge": 0,
  "smiles": "C=C(C)CCN.O",
  "homo_ev": -9.28,
  "spin_multiplicity": 1,
  "energy_ha": -328.22566,
  "relative_energy_kcal_mol": 58.5,
  "e_lumo_ev": 0.9,
  "gap_ha": 0.375
}

=====

4.
{
  "formula": "C35H67BrN5OS2Si3W",
  "method": "ωB97M-V/def2-TZVPD",
  "species": ["W", "C", "C", "N", "C", "C", "S", "C", "C", "N", "H", "H", "H", "H", "H", "H", "H", "H", "H", "H", "H", "H", "H", "H", "C", "Si", "C", "C", "N", "C", "C", "C", "C", "C", "C", "N", "Si", "C", "C", "C", "H", "H", "H", "H", "H", "H", "H", "H", "H", "H", "H", "H", "H", "H", "H", "H", "H", "H", "H", "H", "H", "H", "O", "N", "C", "C", "C", "C", "C", "S", "H", "H", "H", "H", "C", "C", "C", "C", "Si", "Br", "C", "C", "C", "C", "C", "C", "C", "C", "H", "H", "H", "H", "H", "H", "H", "H", "H", "H", "H", "H", "H", "H", "H", "H", "H", "H", "H", "H", "H", "H", "H", "H", "H", "H", "H"],
  "xyz": [[1.08, -1.19, -1.35], [2.77, -3.80, 0.00], [3.54, -2.52, 0.27], [2.61, -1.39, 0.37], [1.98, -1.19, 1.70], [0.80, -2.11, 1.95], [-0.29, -2.18, 0.48], [-0.35, -3.97, 0.17], [0.61, -4.45, -0.92], [1.76, -3.55, -1.04], [2.25, -4.13, 0.90], [3.45, -4.60, -0.28], [4.20, -2.32, -0.57], [4.15, -2.62, 1.17], [3.15, -0.54, 0.20], [1.63, -0.16, 1.72], [2.72, -1.32, 2.50], [0.20, -1.70, 2.77], [1.08, -3.12, 2.24], [-1.38, -4.21, -0.10], [-0.17, -4.45, 1.14], [0.10, -4.46, -1.88], [0.93, -5.47, -0.70], [2.17, -3.66, -1.97], [-2.68, -1.96, -1.57], [-1.65, -2.55, -3.02], [-2.08, -4.38, -3.18], [-2.26, -1.61, -4.53], [0.10, -2.27, -2.82], [0.90, -2.47, -3.96], [0.50, -3.14, -5.11], [1.33, -3.24, -6.22], [2.58, -2.65, -6.20], [3.01, -2.00, -5.05], [2.20, -1.92, -3.92], [2.58, -1.29, -2.69], [4.13, -0.44, -2.75], [4.02, 0.88, -4.07], [5.57, -1.63, -2.99], [4.62, 0.49, -1.18], [-3.71, -1.97, -1.93], [-2.46, -0.93, -1.26], [-2.66, -2.59, -0.68], [-3.10, -4.45, -3.58], [-2.10, -4.89, -2.21], [-1.43, -4.95, -3.84], [-2.95, -0.83, -4.22], [-2.79, -2.27, -5.22], [-1.45, -1.14, -5.08], [-0.48, -3.58, -5.17], [0.98, -3.77, -7.10], [3.23, -2.70, -7.06], [3.98, -1.54, -5.07], [4.85, 0.83, -4.79], [4.05, 1.88, -3.61], [3.09, 0.80, -4.63], [5.38, -2.43, -3.70], [5.86, -2.09, -2.04], [6.45, -1.08, -3.34], [3.88, 1.22, -0.86], [5.50, 1.06, -1.49], [4.95, -0.10, -0.34], [1.53, 0.70, -0.54], [1.04, 1.87, -0.89], [1.50, 2.98, -0.27], [1.00, 4.20, -0.60], [0.00, 4.29, -1.57], [-0.46, 3.15, -2.18], [0.09, 1.90, -1.84], [-0.32, 0.39, -2.53], [2.26, 2.79, 0.48], [1.38, 5.08, -0.10], [-0.42, 5.25, -1.84], [-1.23, 3.17, -2.94], [-0.90, 4.58, 2.31], [-0.85, 3.50, 3.39], [0.59, 2.94, 3.36], [-1.09, 4.17, 4.75], [-2.18, 2.15, 3.05], [-1.40, 0.95, 1.26], [-3.86, 2.84, 2.46], [-4.35, 3.96, 3.39], [-4.92, 1.72, 2.46], [-3.82, 3.38, 1.02], [-2.33, 0.82, 4.44], [-0.95, 0.48, 5.02], [-2.91, -0.50, 3.92], [-3.22, 1.34, 5.57], [-0.07, 5.29, 2.47], [-1.82, 5.16, 2.34], [-0.79, 4.17, 1.30], [1.29, 3.77, 3.50], [0.81, 2.47, 2.40], [0.78, 2.22, 4.15], [-0.38, 5.00, 4.86], [-0.93, 3.49, 5.58], [-2.09, 4.59, 4.83], [-4.41, 3.64, 4.43], [-5.36, 4.26, 3.09], [-3.72, 4.84, 3.34], [-5.14, 1.36, 3.46], [-4.62, 0.88, 1.84], [-5.85, 2.12, 2.04], [-3.13, 4.21, 0.89], [-4.81, 3.74, 0.75], [-3.55, 2.60, 0.30], [-0.25, 0.17, 4.25], [-1.06, -0.35, 5.72], [-0.51, 1.31, 5.58], [-2.26, -0.96, 3.17], [-3.90, -0.39, 3.48], [-2.99, -1.19, 4.76], [-2.88, 2.28, 5.99], [-3.23, 0.60, 6.39], [-4.26, 1.47, 5.25]],
  "total_charge": 1,
  "homo_ev": [-9.15, -9.07],
  "spin_multiplicity": 1,
  "energy_ha": -6028.85728,
  "relative_energy_kcal_mol": 0.0,
  "e_lumo_ev": [-2.4, -2.3],
  "gap_ha": [0.249, 0.247]
}